Here is the molecule C2H5N in a non-equilibrium geometry from OMol25. Energies are from ωB97M-V/def2-TZVPD.

Each line ends with the Mulliken charge.
Element x y z (Å)
C -0.44853 -0.08863 -0.72058  -0.24
C -0.05934 0.48088 0.64729  -0.43
H -0.96998 -1.03290 -0.66439  0.25
H -0.33828 0.64976 -1.64646  0.21
H -0.43217 -0.50022 1.16813  0.18
H 0.04828 1.45840 1.25923  0.25
H 1.17060 -0.97737 0.22839  0.25
N 1.02942 0.01008 -0.27162  -0.48

Cartesian forces (eV/Å) of the 6 atoms listed first:
C 2.83 4.50 -1.51
C -0.58 -2.34 0.55
H -0.05 0.14 -0.67
H -1.51 -2.01 1.85
H 0.77 2.67 0.83
H -0.71 -1.61 -1.74

SMILES: C1CN1
HOMO level: -10.412 eV
lowest unoccupied orbital energy: 1.0734 eV
energy above the lowest of the compared OMol25 structures with the same formula, charge and spin: 56.8 kcal/mol

***

Here is the molecule C2H5N in a non-equilibrium geometry from OMol25. Energies are from ωB97M-V/def2-TZVPD.

Each line ends with the Mulliken charge.
Element x y z (Å)
C -0.79012 -0.26446 0.08614  -0.34
C 0.25381 0.63418 -0.46819  -0.27
H -1.58292 0.07032 0.88202  0.19
H -1.46589 -0.75809 -0.70876  0.22
H 0.13509 1.45504 0.24147  0.20
H 0.56046 0.91196 -1.55510  0.25
H 0.76562 -0.13934 1.40554  0.27
N 0.68651 -0.53689 0.28959  -0.53

Cartesian forces (eV/Å) of the 6 atoms listed first:
C -2.91 -0.59 -1.94
C -0.50 2.28 0.66
H 2.34 -0.31 -1.01
H 1.86 -0.29 1.28
H 0.98 0.90 -1.06
H -0.69 -1.15 2.11

SMILES: C1CN1
HOMO level: -9.949 eV
lowest unoccupied orbital energy: 1.0777 eV
energy above the lowest of the compared OMol25 structures with the same formula, charge and spin: 52.5 kcal/mol

***

Here is a 2-piece molecular cluster, C2H5N2O overall in a non-equilibrium geometry from OMol25. Energies are from ωB97M-V/def2-TZVPD.

Each line ends with the Mulliken charge.
Element x y z (Å)
C 0.77545 1.35221 -0.41145  0.06
C 0.34036 0.02337 -0.10623  0.41
N -1.77827 -0.71086 0.12734  -0.51
N 0.81437 -1.01551 0.39070  -0.19
O 0.42258 2.34995 0.17766  -0.33
H 1.52116 1.38578 -1.28210  0.33
H -2.36670 -0.58371 -0.76167  0.29
H -1.86409 0.11714 0.83591  0.32
H 1.78425 -0.98282 0.67042  0.28
H 0.35089 -1.93555 0.35940  0.33

Cartesian forces (eV/Å) of the 6 atoms listed first:
C 1.55 2.45 -0.82
C -4.56 -1.73 0.26
N 1.71 2.16 -0.05
N 1.42 -0.64 -0.19
O 0.04 -1.35 -0.36
H -0.84 -0.05 0.75

HOMO level (alpha / beta): -15.687 / -15.789 eV
lowest unoccupied orbital energy (alpha / beta): -6.7727 / -7.3461 eV
total charge: +1
energy above the lowest of the compared OMol25 structures with the same formula, charge and spin: 129.6 kcal/mol

***

Here is a 2-piece molecular cluster, C2H5N2O overall in a non-equilibrium geometry from OMol25. Energies are from ωB97M-V/def2-TZVPD.

Each line ends with the Mulliken charge.
Element x y z (Å)
C 1.32608 0.02903 -0.00178  0.73
C -2.59112 0.26467 0.02904  -0.27
N 0.05698 0.10989 -0.27176  -0.38
N 2.41080 -0.64804 0.03499  -0.28
O 0.92894 1.28033 0.05794  -0.26
H -2.54114 0.89854 0.90301  0.31
H -2.60169 0.71087 -0.95116  0.29
H -2.69473 -0.80133 0.15326  0.30
H 2.39557 -1.65089 -0.10817  0.27
H 3.31029 -0.19309 0.15464  0.29

Cartesian forces (eV/Å) of the 6 atoms listed first:
C -1.46 0.71 -0.14
C 1.24 -0.04 0.34
N -1.50 -1.44 -0.82
N 0.79 -0.39 0.18
O 1.41 1.11 0.52
H -0.11 0.03 0.03

HOMO level (alpha / beta): -13.146 / -14.495 eV
lowest unoccupied orbital energy (alpha / beta): -7.7355 / -6.1860 eV
total charge: +1
energy above the lowest of the compared OMol25 structures with the same formula, charge and spin: 157.8 kcal/mol

***

Here is C2H5N2O as an isolated structure in a non-equilibrium geometry from OMol25. Energies are from ωB97M-V/def2-TZVPD.

Each line ends with the Mulliken charge.
Element x y z (Å)
C 0.61637 -0.05971 0.94183  0.02
C -1.82947 -0.19409 -0.19313  -0.08
N 1.68627 -0.10745 0.45891  0.11
N -0.82969 0.52454 -0.21584  -0.21
O 2.35417 -0.24354 -0.72131  -0.33
H 0.27770 -0.36714 1.96333  0.39
H -2.65244 -0.23208 -0.92900  0.28
H 2.97730 0.31708 -1.12359  0.38
H -1.91570 -0.84191 0.70357  0.17
H -0.68450 1.20428 -0.88477  0.25

Cartesian forces (eV/Å) of the 6 atoms listed first:
C -1.38 0.50 0.08
C -2.34 -1.75 0.79
N 3.64 0.10 -1.45
N 2.03 -1.08 2.65
O -3.96 -3.08 0.96
H -0.26 0.70 -1.15

HOMO level: -14.972 eV
lowest unoccupied orbital energy: -4.6291 eV
total charge: +1
energy above the lowest of the compared OMol25 structures with the same formula, charge and spin: 132.1 kcal/mol

***

Here is C2H5N2O as an isolated structure in a non-equilibrium geometry from OMol25. Energies are from ωB97M-V/def2-TZVPD.

Each line ends with the Mulliken charge.
Element x y z (Å)
C 0.90776 1.25008 0.77280  0.17
C -0.26007 -0.64512 0.00494  -0.71
N 1.01689 3.16318 0.87468  0.12
N 0.00072 0.75852 0.04616  -0.06
O 1.72556 3.60382 1.67124  -0.14
H 1.54283 0.54288 1.40006  0.35
H -1.24020 -0.86026 -0.45912  0.32
H -0.06281 -0.93790 1.13295  0.28
H 0.46768 -1.16324 -0.69201  0.33
H -0.55495 1.40252 -0.55831  0.34

Cartesian forces (eV/Å) of the 6 atoms listed first:
C 0.64 0.12 0.74
C 0.92 -2.53 0.99
N -0.27 -1.98 -0.29
N -0.22 2.71 -1.10
O 0.25 0.26 0.20
H -0.50 1.43 -0.47

HOMO level (alpha / beta): -13.522 / -17.797 eV
lowest unoccupied orbital energy (alpha / beta): -5.6818 / -7.5075 eV
total charge: +1
multiplicity: 3
energy above the lowest of the compared OMol25 structures with the same formula, charge and spin: 37.4 kcal/mol

***

Here is a 2-piece molecular cluster, C2H5N2O2 overall in a non-equilibrium geometry from OMol25. Energies are from ωB97M-V/def2-TZVPD.

Each line ends with the Mulliken charge.
Element x y z (Å)
C 1.18618 -0.31378 0.98379  0.47
C -1.50098 0.82245 -1.41079  0.23
N 1.45533 0.67094 0.42923  -0.07
N 0.66652 -1.14933 1.75070  -0.34
O -0.67270 0.94336 -0.51325  -0.62
O -1.32063 -0.26891 -2.01122  -0.42
H -2.50849 1.27677 -1.51823  0.37
H -0.29414 -0.30325 -1.63714  0.42
H 2.22121 1.33940 0.22290  0.34
H 1.13703 -2.02332 2.09077  0.32
H -0.36933 -0.99433 1.61326  0.32

Cartesian forces (eV/Å) of the 6 atoms listed first:
C 2.14 3.61 -0.89
C -1.38 -0.19 3.16
N 2.64 -0.85 0.16
N -2.34 -2.32 0.79
O -0.51 3.24 0.82
O 2.87 -2.34 -2.90

HOMO level: -14.749 eV
lowest unoccupied orbital energy: -4.6197 eV
total charge: +1
energy above the lowest of the compared OMol25 structures with the same formula, charge and spin: 43.7 kcal/mol

***

Here is the molecule C2H5N2O2P in a non-equilibrium geometry from OMol25. Energies are from ωB97M-V/def2-TZVPD.

Each line ends with the Mulliken charge.
Element x y z (Å)
C -1.51135 0.41990 -0.48299  0.28
C -0.54564 -0.41199 -1.15056  -0.20
N 0.75310 -0.32156 0.99258  0.03
N 1.90048 0.47365 0.92115  -0.49
O -2.46309 1.09423 -0.75603  -0.45
O 0.45926 -0.94619 -0.33865  -0.33
P -0.64978 0.54548 1.62616  0.04
H -1.16400 -1.20812 -1.82640  0.28
H -0.15188 0.24162 -1.89493  0.26
H 1.91198 1.00075 0.10433  0.24
H 2.75468 -0.18547 0.95432  0.26
H -1.29375 -0.70229 1.85101  0.07

Cartesian forces (eV/Å) of the 6 atoms listed first:
C -1.39 2.69 4.09
C -0.99 -1.92 -1.98
N -0.43 0.62 -0.07
N 1.36 -2.87 1.67
O 1.20 -1.43 -0.58
O 0.13 -0.89 0.11

SMILES: NN1OCC(=O)P1
HOMO level: -8.569 eV
lowest unoccupied orbital energy: 0.5295 eV
energy above the lowest of the compared OMol25 structures with the same formula, charge and spin: 111.9 kcal/mol

***

Here is an isolated ion of composition C2H5N2O2S and charge +1 in a non-equilibrium geometry from OMol25. Energies are from ωB97M-V/def2-TZVPD.

Each line ends with the Mulliken charge.
Element x y z (Å)
C -1.30892 -0.40560 0.05398  0.20
C -0.21275 -0.14125 0.39709  -0.39
N 2.31089 1.41465 0.35956  -0.44
N -2.65574 -0.72901 -0.20921  -0.27
O 1.69311 -0.20335 -1.46882  -0.51
O 2.22206 -1.02728 0.81847  -0.52
S 1.69696 -0.04889 -0.05714  1.16
H 2.64065 1.39779 1.35440  0.28
H 2.38787 2.40317 -0.07924  0.28
H -2.69915 -0.92666 -1.25071  0.43
H -3.41036 -0.05109 -0.00987  0.38
H -2.66463 -1.68249 0.09148  0.40

Cartesian forces (eV/Å) of the 6 atoms listed first:
C -2.37 0.68 0.06
C 4.19 0.86 -0.73
N 0.21 0.66 1.29
N 1.39 -0.39 -3.05
O -0.47 0.36 0.41
O 0.02 0.26 0.25

SMILES: NS(=O)(=O)C#C[NH3+]
HOMO level: -15.101 eV
lowest unoccupied orbital energy: -4.3849 eV
total charge: +1
energy above the lowest of the compared OMol25 structures with the same formula, charge and spin: 58.0 kcal/mol

***

Here is an isolated ion of composition C2H5N2O2S and charge +1 in a non-equilibrium geometry from OMol25. Energies are from ωB97M-V/def2-TZVPD.

Each line ends with the Mulliken charge.
Element x y z (Å)
C -0.80467 -1.22675 -0.31160  -0.26
C 0.15236 1.41345 0.91202  0.31
N 0.38761 -1.65813 -0.34596  0.16
N -1.14664 0.08844 -0.53387  -0.30
O 1.42496 -0.98855 -0.57497  -0.56
O -0.20327 1.10845 -0.27722  -0.09
S 1.44422 2.39158 1.15989  0.00
H -1.58259 -1.83015 -0.11568  0.50
H -0.49678 1.03355 1.66903  0.40
H 0.55470 -2.65796 0.01107  0.28
H -1.59040 0.16047 -1.49297  0.31
H 1.86050 2.16559 -0.09972  0.25

Cartesian forces (eV/Å) of the 6 atoms listed first:
C 1.57 1.69 -0.03
C -1.55 -0.89 -0.79
N 1.80 -2.24 1.10
N -2.05 0.39 -0.76
O 0.35 0.48 -0.12
O 1.01 0.07 -1.72

HOMO level: -13.107 eV
lowest unoccupied orbital energy: -5.6627 eV
total charge: +1
energy above the lowest of the compared OMol25 structures with the same formula, charge and spin: 79.3 kcal/mol

***

Here is an isolated ion of composition C2H5N2O2S2 and charge +1 in a non-equilibrium geometry from OMol25. Energies are from ωB97M-V/def2-TZVPD.

Each line ends with the Mulliken charge.
Element x y z (Å)
C 0.15270 -0.06698 -0.90144  0.71
C 0.74680 -0.20814 1.75716  -0.13
N 1.29346 -0.57517 -0.44190  -0.09
N -0.83504 0.10938 -0.04719  -0.05
O 1.50216 -0.96572 0.85852  -0.27
O -0.61064 -0.17416 1.29917  -0.33
S -1.91355 1.06680 -2.56243  -0.20
S 0.07829 0.49957 -2.55476  -0.05
H 0.76204 -0.66583 2.65617  0.31
H 0.98976 0.81525 1.85324  0.32
H 1.92955 -1.16058 -0.96987  0.29
H -1.47267 0.85731 -0.10426  0.23
H -2.22468 0.34189 -3.76759  0.27

Cartesian forces (eV/Å) of the 6 atoms listed first:
C 0.53 -0.18 0.20
C -1.05 1.42 -3.76
N 0.39 -0.38 -0.61
N 1.70 -0.47 1.45
O -0.10 -0.06 0.84
O -1.31 -1.16 0.45

SMILES: SSC1=[NH+]OCON1
HOMO level: -13.906 eV
lowest unoccupied orbital energy: -4.1827 eV
total charge: +1
energy above the lowest of the compared OMol25 structures with the same formula, charge and spin: 33.4 kcal/mol

***

Here is an isolated ion of composition C2H5N2O3 and charge -1 in a non-equilibrium geometry from OMol25. Energies are from ωB97M-V/def2-TZVPD.

Each line ends with the Mulliken charge.
Element x y z (Å)
C -1.45166 -0.62101 -0.57825  -0.64
C -0.18263 0.97148 0.64948  -0.29
N 1.15698 0.96217 -0.37840  -0.70
N 1.95419 -0.02301 -0.14335  1.19
O 1.76588 -0.89901 0.71603  -0.70
O 2.86937 -0.11472 -0.92564  -0.77
O -1.47964 0.65779 -0.00017  -0.36
H -1.03810 -1.32274 0.19492  0.24
H -0.75914 -0.95181 -1.43176  0.24
H -2.47404 -0.87829 -0.76122  0.31
H 0.06135 0.22940 1.56446  0.28
H -0.42256 1.98976 1.09390  0.21

Cartesian forces (eV/Å) of the 6 atoms listed first:
C 1.57 -2.00 0.98
C 1.50 -0.70 0.39
N -4.50 1.72 2.39
N -2.07 -0.14 0.03
O -0.04 -0.85 1.31
O 2.89 -0.36 -1.53

SMILES: COCN=[N+]([O-])[O-]
HOMO level: -4.206 eV
lowest unoccupied orbital energy: 4.0444 eV
total charge: -1
energy above the lowest of the compared OMol25 structures with the same formula, charge and spin: 169.6 kcal/mol